No. 1
{"formula": "C4H15N2O", "method": "wB97M-V/def2-TZVPD", "symbols": ["C", "C", "C", "C", "N", "N", "H", "H", "H", "H", "H", "H", "H", "H", "H", "H", "H", "H", "H", "H", "H", "O"], "positions_angstrom": [[-1.4036, -0.8440, 0.0793], [0.0997, -1.1421, -0.2000], [1.0421, 0.0151, -0.5843], [0.5758, 0.8272, -1.8549], [1.4066, 0.3868, -2.9955], [-1.5195, 0.2315, 1.1658], [-1.6851, -0.3461, -0.8456], [-2.1241, -1.6324, 0.2749], [0.1935, -1.9629, -0.9131], [0.4820, -1.6738, 0.6652], [0.9615, 0.6742, 0.2784], [2.0386, -0.2779, -0.8806], [0.6811, 1.9250, -1.8396], [-0.4478, 0.6986, -2.2201], [2.3587, 0.7757, -3.0024], [1.4591, -0.6397, -2.9899], [-0.8189, 0.9682, 1.2263], [-1.5416, -0.1639, 2.1159], [-2.4105, 0.7238, 1.0459], [0.7577, -0.0113, 3.4278], [-0.1483, 0.8348, 4.4901], [0.0429, 0.6331, 3.5564]], "atomic_forces_ev_per_a": [[1.801, 2.067, -1.243], [-0.079, -1.894, 0.284], [-2.160, 0.178, -0.421], [-0.333, 1.573, -1.976], [0.740, -1.043, 3.103], [-1.231, -0.508, 0.228], [-0.837, 0.087, 0.121], [0.505, -0.280, 0.244], [-0.525, 0.102, -0.398], [0.527, 0.305, 0.468], [1.088, 0.619, -0.338], [0.450, -0.411, 1.188], [0.249, -0.465, 0.600], [-0.196, -0.494, 0.486], [-0.227, 0.453, -0.937], [-0.252, 0.029, -1.194], [0.347, -0.132, -0.192], [0.228, 0.015, 0.035], [-0.047, -0.065, 0.097], [-0.218, 0.412, 1.046], [0.615, -0.454, -0.409], [-0.448, -0.093, -0.792]], "largest_force_ha_per_bohr": 0.065, "total_charge": 2, "energy_ha": -345.43172, "spin_multiplicity": 2, "s_squared": 0.754}



No. 2
{"formula": "C4H15N2O", "method": "wB97M-V/def2-TZVPD", "symbols": ["C", "N", "C", "H", "H", "H", "H", "H", "H", "H", "H", "C", "O", "C", "N", "H", "H", "H", "H", "H", "H", "H"], "positions_angstrom": [[-0.8251, 1.9375, 0.8250], [0.5120, 1.5627, 0.2291], [0.9852, 2.6129, -0.7325], [-1.1269, 1.2067, 1.5725], [-0.7489, 2.9317, 1.2612], [-1.5326, 1.9564, -0.0002], [0.4417, 0.6300, -0.2591], [1.2085, 1.4543, 0.9693], [0.2241, 2.6812, -1.5107], [1.9406, 2.3463, -1.1707], [1.0393, 3.5583, -0.1948], [0.3406, -1.9664, -0.7564], [0.8237, -0.7096, -1.2565], [-0.6356, -1.7956, 0.3993], [-1.1163, -3.0991, 0.7846], [-0.1652, -2.4891, -1.5754], [1.1833, -2.5748, -0.4072], [1.2583, -0.9194, -2.0925], [-0.1320, -1.2915, 1.2453], [-1.4774, -1.1672, 0.0857], [-1.8243, -3.1029, 1.5300], [-0.3732, -3.7626, 1.0539]], "atomic_forces_ev_per_a": [[0.358, -0.021, -0.362], [-0.307, -0.276, 0.214], [-0.491, 0.007, -0.157], [0.081, 0.071, 0.027], [-0.015, -0.119, 0.064], [-0.108, 0.042, 0.072], [0.378, 1.090, 0.118], [-0.052, 0.077, -0.015], [0.153, 0.088, 0.001], [0.076, -0.091, 0.129], [0.122, -0.071, -0.077], [0.709, -0.282, -0.720], [-0.587, -0.927, 0.680], [-0.619, 0.090, -1.724], [1.409, 1.333, 2.682], [0.013, -0.053, 0.195], [-0.003, 0.005, -0.123], [0.116, 0.363, -0.130], [-0.162, -0.472, 0.398], [-0.100, -0.100, 0.297], [-0.723, -0.250, -0.675], [-0.247, -0.504, -0.893]], "largest_force_ha_per_bohr": 0.064, "total_charge": 2, "energy_ha": -345.43545, "spin_multiplicity": 2, "s_squared": 0.754}